Version P
Entry from the Open Molecules 2025 dataset: a molecular structure, C2H5NOS (ωB97M-V/def2-TZVPD).

```
! wB97M-V def2-TZVPD RIJCOSX def2/J DEFGRID3
* xyz 0 1
C -1.5103 -0.3933 0.1793
C 0.7507 0.2694 0.1078
H -1.1188 -1.4029 0.4991
H -1.5389 0.2149 1.1924
H -2.8412 -0.3962 -0.2280
H -1.6303 2.0139 -1.4380
H 1.5270 1.0860 0.1528
N -0.6184 0.4052 -0.5671
O -0.8694 1.7574 -0.6633
S 1.3402 -1.1042 0.4610
*
```

The HOMO-LUMO gap comes out at 8.88 eV.

Version Q
Entry from the Open Molecules 2025 dataset: C2H5NOS in the gas phase (ωB97M-V/def2-TZVPD).

```
! wB97M-V def2-TZVPD RIJCOSX def2/J DEFGRID3
* xyz 0 1
C -0.8807 -1.3809 0.7778
S -0.7686 0.3023 0.7004
N -0.0285 0.6845 -0.6809
C 1.1538 1.4494 -0.6748
O 1.7292 1.8989 -1.6803
H 0.2424 -1.5833 0.5006
H -0.9611 -1.5613 2.0508
H -1.6715 -1.8627 0.0897
H -0.3670 0.5772 -1.5573
H 1.5519 1.4759 0.4740
*
```

The HOMO-LUMO gap comes out at 9.59 eV. The SMILES is CSNC=O.

Version R
Entry from the Open Molecules 2025 dataset: 2 unconnected molecules or ions with the total composition C2H5NOS (ωB97M-V/def2-TZVPD).

```
! wB97M-V def2-TZVPD RIJCOSX def2/J DEFGRID3
* xyz 0 1
C -1.1732 -1.5016 0.4203
C -0.5978 -0.3374 0.3981
N 2.0192 1.3068 -0.0314
O 2.0654 -1.1302 -0.7153
S 1.8517 -0.3812 0.5041
H -2.2856 -1.6355 0.5694
H -0.6697 -2.5032 0.4841
H -1.0578 0.5868 0.6492
H 2.5637 1.2110 -0.9055
H 2.4701 1.9243 0.6463
*
```

The HOMO-LUMO gap (spin up / spin down) comes out at 8.28 / 8.28 eV.

Which one sits at the top of the stability order? version Q does.

Version P
Entry from the Open Molecules 2025 dataset: a molecular structure, C2H5NOS (ωB97M-V/def2-TZVPD).

```
! wB97M-V def2-TZVPD RIJCOSX def2/J DEFGRID3
* xyz 0 1
C -0.1061 -1.2364 -0.0135
C -0.3955 0.0262 -0.8229
H 0.9784 -1.4234 0.0047
H -0.7757 -2.1302 -0.3089
H -0.3346 -1.0342 1.0225
H 0.5458 1.8675 -0.9017
H 0.0665 1.6474 2.0393
N -0.2637 1.1896 -0.1357
O -0.5640 -0.0921 -1.9812
S 0.8486 1.1855 1.0974
*
```

The HOMO-LUMO gap comes out at 9.68 eV.

Version Q
Entry from the Open Molecules 2025 dataset: C2H5NOS in the gas phase (ωB97M-V/def2-TZVPD).

```
! wB97M-V def2-TZVPD RIJCOSX def2/J DEFGRID3
* xyz 0 1
C 0.1357 -1.2115 1.2529
C -0.1885 0.2277 0.7039
O -0.8633 1.1480 1.0921
S 0.4660 0.3657 -1.1437
N -0.1182 1.8708 -1.6277
H 1.0283 -1.3844 1.8961
H 0.2135 -1.8081 0.3550
H -0.8623 -1.4241 1.7117
H -0.5575 1.8893 -2.5526
H 0.5815 2.6193 -1.6030
*
```

The HOMO-LUMO gap comes out at 9.57 eV. The SMILES is CC(=O)SN.

Version R
Entry from the Open Molecules 2025 dataset: C2H5NOS in the gas phase (ωB97M-V/def2-TZVPD).

```
! wB97M-V def2-TZVPD RIJCOSX def2/J DEFGRID3
* xyz 0 1
C 0.7734 -1.3485 0.1156
O 0.1287 -0.0948 -0.2731
C -0.6225 0.5920 0.5418
N -1.1235 1.7353 0.4190
S -0.9190 2.5200 -1.0844
H 1.3857 -1.7627 -0.7485
H 0.0468 -2.0777 0.3778
H 1.4811 -1.1874 0.9469
H -0.8022 0.0861 1.4594
H -0.3485 1.5377 -1.7544
*
```

The HOMO-LUMO gap comes out at 9.21 eV. The SMILES is CO/C=N\S.

Which one sits at the top of the stability order? version Q does.

Version P
Entry from the Open Molecules 2025 dataset: a molecular structure, C2H5NOS (ωB97M-V/def2-TZVPD).

```
! wB97M-V def2-TZVPD RIJCOSX def2/J DEFGRID3
* xyz 0 1
C -0.4876 1.1030 -0.0678
C 1.3163 -0.8241 0.0547
H 0.3999 1.6798 -0.4883
H -1.7268 1.2287 -0.7431
H -0.7376 1.2163 1.0464
H -1.7605 -0.7818 0.5444
H 1.1476 -1.9511 -0.2379
N 0.0352 -0.2260 0.0681
O -0.9098 -1.3172 -0.1374
S 2.7231 -0.1277 -0.0392
*
```

The HOMO-LUMO gap comes out at 8.84 eV.

Version Q
Entry from the Open Molecules 2025 dataset: C2H5NOS in the gas phase (ωB97M-V/def2-TZVPD).

```
! wB97M-V def2-TZVPD RIJCOSX def2/J DEFGRID3
* xyz 0 1
N -0.5333 -1.1699 0.8444
C -0.0253 -0.7039 -0.2782
O 0.0730 -1.1734 -1.4442
C 0.6235 0.6538 -0.0752
S -0.6307 2.0257 -0.1694
H -0.2996 -0.8804 1.7770
H -0.8147 -2.1238 0.8851
H 1.1505 0.8475 0.7503
H 1.3831 0.7861 -0.8811
H -0.9265 1.7383 -1.4088
*
```

The HOMO-LUMO gap comes out at 9.87 eV. The SMILES is NC(=O)CS.

Version R
Entry from the Open Molecules 2025 dataset: C2H5NOS in the gas phase (ωB97M-V/def2-TZVPD).

```
! wB97M-V def2-TZVPD RIJCOSX def2/J DEFGRID3
* xyz 0 1
C 0.2287 -0.2585 -0.0211
C -0.9923 -1.0546 -0.1291
N -0.0503 1.4403 -0.1266
O 2.6549 0.5011 0.0172
S 1.7767 -0.7083 -0.0320
H -1.8084 -0.4160 0.2158
H -0.9860 -1.2735 -1.1423
H -0.9844 -1.7771 0.5650
H -0.6847 1.5678 0.6197
H 0.8458 1.9788 0.0332
*
```

The HOMO-LUMO gap comes out at 9.29 eV.

Version S
Entry from the Open Molecules 2025 dataset: a molecular structure, C2H5NOS (ωB97M-V/def2-TZVPD).

```
! wB97M-V def2-TZVPD RIJCOSX def2/J DEFGRID3
* xyz 0 1
C 0.6910 1.5481 0.8921
C 0.0412 -0.7311 -0.4954
H 1.4867 2.1480 0.0952
H 0.0260 2.2683 1.8821
H 1.3337 0.3475 1.3615
H -0.6861 -2.4711 -1.5025
H -2.3078 -1.3075 -0.6425
N -0.9820 -1.4614 -1.2514
O 1.0162 -1.2657 -0.1005
S -0.6190 0.9249 -0.2387
*
```

The HOMO-LUMO gap comes out at 9.21 eV.

Which one sits at the top of the stability order? version Q does.